Formula: C24H25FNO4
Source: the OMol25 dataset
Level of theory: ωB97M-V with the def2-TZVPD basis set

The geometry in XYZ format:
```
55
Properties=species:S:1:pos:R:3:mulliken_charge:R:1
H 0.53 -0.35 1.16 0.242
C 1.60 -0.07 -2.13 -0.014
H 0.51 -0.02 -1.93 0.432
C 2.36 1.08 -1.90 0.471
C 1.89 2.51 -1.69 0.153
O 2.65 3.41 -2.00 -0.568
O 0.66 2.78 -1.17 -0.152
C 0.43 4.23 -1.34 -0.224
C -0.90 4.64 -0.78 -1.081
C 3.75 1.00 -1.98 -0.599
N 4.35 -0.22 -2.16 0.062
C 3.62 -1.39 -2.13 -0.634
C 2.24 -1.32 -2.13 0.536
C 1.59 -2.71 -2.21 0.179
O 2.27 -3.66 -2.57 -0.575
O 0.27 -2.83 -1.90 -0.173
C -0.18 -4.13 -2.38 -0.255
C -1.60 -4.42 -1.98 -1.321
H 1.23 4.78 -0.82 0.347
H 0.48 4.45 -2.41 0.376
H -1.12 5.68 -1.09 0.424
H -1.72 4.01 -1.14 0.328
H -0.87 4.63 0.32 0.076
H 4.41 1.86 -2.02 0.536
H 5.32 -0.26 -2.48 0.340
H 4.19 -2.33 -2.22 0.509
H -0.08 -4.12 -3.47 0.387
H 0.48 -4.91 -1.96 0.340
H -2.00 -5.25 -2.58 0.454
H -1.63 -4.75 -0.94 0.279
H -2.28 -3.57 -2.12 0.346
F -2.93 -2.32 4.41 -0.307
C -2.42 -2.35 3.12 0.459
C -3.01 -3.19 2.16 -1.103
C -2.62 -3.04 0.81 -0.377
C -1.74 -2.03 0.45 -0.162
C -1.33 -1.10 1.43 0.622
C -0.46 0.04 1.00 -0.021
C -0.53 1.22 1.91 0.308
C -1.21 2.39 1.56 -0.399
C -1.35 3.38 2.53 -0.871
C -0.75 3.21 3.78 -0.568
C 0.09 2.11 4.06 -0.524
C 0.28 1.15 3.07 -0.567
C -1.54 -1.32 2.79 -0.816
H -3.85 -3.82 2.44 0.405
H -3.02 -3.69 0.03 0.458
H -1.30 -1.93 -0.54 0.241
H -0.67 0.30 -0.04 0.132
H -1.59 2.47 0.54 0.659
H -1.99 4.23 2.29 0.471
H -0.97 3.93 4.57 0.382
H 0.57 1.94 5.03 0.408
H 0.98 0.30 3.20 0.444
H -1.10 -0.64 3.53 0.503
```

The total charge is +1. As for the total energy: -1384.84907 Eh. For the LUMO energy, the calculation gives -5.17 eV.

Formula: C58H43N6O6S2Ti
Source: the OMol25 dataset
Level of theory: ωB97M-V with the def2-TZVPD basis set

The geometry in XYZ format:
```
116
Properties=species:S:1:pos:R:3:mulliken_charge:R:1
Ti 1.71 -1.80 -0.48 -2.321
O -0.91 -2.87 -3.47 -0.711
C -0.34 -2.64 -2.43 0.434
N 0.86 -1.97 -2.25 1.457
C 1.75 -1.68 -3.33 0.420
C 1.49 -1.82 -4.69 -0.859
C 2.52 -1.58 -5.61 -0.692
C 3.79 -1.24 -5.17 -0.793
C 4.04 -1.08 -3.82 -0.630
C 3.02 -1.28 -2.91 0.211
N 3.16 -1.02 -1.51 0.538
C 4.36 -1.38 -0.85 0.236
O 5.04 -2.33 -1.13 -0.608
C 4.80 -0.45 0.28 0.390
C 6.01 -0.74 0.89 -0.760
C 6.48 0.12 1.87 -0.469
C 5.72 1.23 2.19 -1.021
C 4.52 1.43 1.52 0.049
N 4.06 0.61 0.58 -0.039
C -0.90 -3.13 -1.12 0.088
C -2.03 -3.92 -1.08 -0.485
C -2.46 -4.39 0.15 -0.622
C -1.74 -4.05 1.29 -1.161
C -0.63 -3.25 1.16 -0.430
N -0.22 -2.79 -0.03 0.800
H 0.51 -2.11 -5.03 0.588
H 2.31 -1.69 -6.66 0.430
H 4.58 -1.08 -5.89 0.424
H 5.03 -0.80 -3.47 0.552
H 6.57 -1.62 0.59 0.516
H 7.42 -0.07 2.37 0.470
H 6.04 1.94 2.94 0.400
H 3.91 2.31 1.73 0.548
H -2.55 -4.14 -2.01 0.610
H -3.33 -5.03 0.22 0.468
H -2.04 -4.41 2.27 0.518
H -0.05 -2.94 2.02 0.658
C -0.07 2.00 6.62 -1.549
C -0.07 1.48 5.21 1.008
C 0.96 1.81 4.32 -1.066
C 0.94 1.38 3.01 -0.572
C -0.12 0.60 2.59 0.317
C -1.14 0.21 3.46 -0.335
C -1.11 0.67 4.77 -0.868
S -0.38 0.16 0.92 1.465
O 0.99 -0.26 0.33 0.740
C -0.56 1.76 0.14 1.280
C 0.57 2.34 -0.48 -0.848
C 0.40 3.54 -1.10 -1.188
C -0.86 4.18 -1.14 0.927
C -1.04 5.42 -1.80 -1.039
C -2.26 6.02 -1.85 -0.771
C -3.38 5.40 -1.25 -0.906
C -3.25 4.20 -0.61 -0.637
C -1.98 3.57 -0.53 1.088
C -1.81 2.31 0.13 -0.801
C -2.93 1.63 0.83 -1.048
C -3.37 2.18 2.08 1.284
C -2.76 3.34 2.64 -0.986
C -3.18 3.83 3.84 -0.899
C -4.23 3.20 4.55 -0.760
C -4.82 2.08 4.04 -1.038
C -4.40 1.54 2.79 0.834
C -4.98 0.36 2.26 -1.150
C -4.55 -0.17 1.08 -1.074
C -3.52 0.48 0.36 0.593
S -2.99 -0.41 -1.13 1.559
O -4.00 -1.49 -1.34 -0.819
C -3.22 0.86 -2.34 -0.219
C -2.13 1.21 -3.13 -0.034
C -2.31 2.15 -4.14 -0.920
C -3.56 2.71 -4.38 1.030
C -3.76 3.68 -5.51 -1.680
C -4.63 2.33 -3.57 -0.957
C -4.48 1.40 -2.56 -0.478
H 0.84 2.55 6.85 0.374
H -0.17 1.19 7.34 0.371
H -0.92 2.67 6.77 0.298
H 1.79 2.42 4.67 0.387
H 1.73 1.65 2.32 0.321
H -1.95 -0.42 3.11 0.448
H -1.91 0.39 5.45 0.458
H 1.53 1.83 -0.47 0.511
H 1.25 4.02 -1.58 0.480
H -0.18 5.89 -2.27 0.500
H -2.38 6.98 -2.35 0.427
H -4.35 5.87 -1.31 0.469
H -4.11 3.72 -0.17 0.566
H -1.95 3.82 2.11 0.519
H -2.71 4.71 4.25 0.484
H -4.56 3.61 5.49 0.428
H -5.62 1.58 4.58 0.465
H -5.79 -0.12 2.81 0.426
H -4.99 -1.06 0.66 0.746
H -1.16 0.76 -2.95 0.627
H -1.46 2.43 -4.75 0.423
H -2.83 4.17 -5.79 0.381
H -4.50 4.44 -5.26 0.397
H -4.13 3.15 -6.39 0.331
H -5.61 2.77 -3.75 0.414
H -5.32 1.11 -1.94 0.523
O 2.33 -2.25 1.33 -0.062
N 3.00 -3.37 1.47 -1.155
N 3.02 -4.03 0.41 1.623
O 2.38 -3.59 -0.66 0.218
C 3.75 -5.29 0.31 0.230
C 4.11 -5.97 1.46 -0.416
C 4.83 -7.14 1.32 -0.620
C 5.16 -7.61 0.05 -0.431
C 4.78 -6.91 -1.08 -0.941
C 4.06 -5.73 -0.96 -0.110
H 3.84 -5.58 2.43 0.472
H 5.12 -7.69 2.20 0.397
H 5.73 -8.53 -0.05 0.408
H 5.04 -7.28 -2.06 0.397
H 3.77 -5.16 -1.83 0.533
```

The value obtained for the energy above the lowest of the compared OMol25 structures with the same formula, charge and spin is 0.0 kJ/mol. The total charge is +1. As for the total energy: -4661.73790 Eh. For the LUMO energy, the calculation gives -3.02 eV.

Formula: C3H9N3P4
Source: the OMol25 dataset
Level of theory: ωB97M-V with the def2-TZVPD basis set

The geometry in XYZ format:
```
19
Properties=species:S:1:pos:R:3:mulliken_charge:R:1
C 2.08 0.23 1.49 -1.079
C 0.75 0.94 1.38 0.136
C 0.86 2.34 1.08 0.324
N 1.06 3.32 0.49 -0.486
N -0.16 0.20 0.44 0.066
N -1.20 0.92 0.19 -0.436
P -2.10 0.36 -1.05 0.101
P -0.96 -0.39 -2.89 -0.069
P 0.51 -1.53 -1.92 -0.011
P -0.82 -2.98 -1.05 -0.046
H 2.60 0.24 2.48 0.319
H 1.73 -0.81 1.45 0.276
H 2.62 0.49 0.63 0.334
H 0.33 0.82 2.40 0.177
H -2.76 -0.73 -0.44 0.148
H -2.98 1.41 -1.36 0.125
H -0.26 0.86 -2.86 0.114
H 0.08 -3.63 -0.36 0.038
H -1.36 -2.06 -0.09 -0.030
```

As for the structure (SMILES): C[C@@H](C#N)/N=N/[PH2]=[PH]=P#[PH2]. The value obtained for the energy above the lowest of the compared OMol25 structures with the same formula, charge and spin is 177.1 kJ/mol. As for the total energy: -1649.20344 Eh. For the LUMO energy (spin up / spin down), the calculation gives -1.13 / -0.30 eV.

Formula: C17H26AsBrN5OV
Source: the OMol25 dataset
Level of theory: ωB97M-V with the def2-TZVPD basis set

The geometry in XYZ format:
```
52
Properties=species:S:1:pos:R:3:lowdin_spin:R:1
V -0.27 -0.08 0.51 1.008
Br -2.78 0.38 1.16 -0.005
C -3.21 1.60 -0.26 -0.010
C -4.48 2.07 -0.38 0.002
C -4.76 2.98 -1.42 -0.001
C -3.76 3.38 -2.26 0.002
C -2.43 2.90 -2.12 -0.001
C -1.39 3.32 -2.98 0.006
C -0.13 2.83 -2.82 -0.001
C 0.14 1.89 -1.79 0.004
C -0.81 1.42 -0.92 -0.017
C -2.13 1.96 -1.10 -0.003
H -5.26 1.75 0.30 0.000
H -5.76 3.36 -1.54 0.000
H -3.97 4.09 -3.05 0.000
H -1.62 4.03 -3.77 0.000
H 0.67 3.15 -3.47 0.000
H 1.16 1.52 -1.72 0.000
C 5.13 -0.34 1.36 -0.001
N 4.10 -0.10 0.34 -0.002
C 4.29 -0.90 -0.86 0.000
C 2.80 0.13 0.73 -0.005
N 1.76 -0.43 0.21 0.008
N 2.68 1.12 1.69 0.000
C 1.55 1.61 2.31 -0.007
N 1.81 2.59 3.22 -0.003
N 0.37 1.14 2.08 0.008
H 6.10 -0.07 0.94 0.000
H 5.15 -1.39 1.66 0.000
H 4.97 0.26 2.25 0.000
H 5.34 -0.83 -1.15 0.000
H 3.68 -0.52 -1.67 0.000
H 4.07 -1.97 -0.70 0.000
H 1.99 -1.15 -0.47 0.003
H 3.53 1.62 1.88 0.000
H 2.68 3.10 3.16 0.000
H 1.03 3.13 3.54 0.000
H -0.34 1.62 2.62 0.004
C -0.47 -4.70 -0.63 0.000
As -1.38 -3.18 0.10 0.000
C -3.26 -3.35 -0.25 0.002
C -1.12 -3.27 2.00 -0.007
O -0.76 -1.77 -0.55 0.020
H -0.96 -5.61 -0.29 0.000
H 0.56 -4.68 -0.29 0.000
H -0.50 -4.65 -1.71 0.000
H -3.60 -4.33 0.08 0.000
H -3.43 -3.23 -1.32 0.000
H -3.79 -2.56 0.28 0.000
H -1.44 -4.25 2.36 0.000
H -1.69 -2.48 2.49 -0.003
H -0.06 -3.14 2.22 -0.001
```

The total charge is +1. The multiplicity is 2. As for the total energy: -6766.02007 Eh. For the LUMO energy (spin up / spin down), the calculation gives -2.21 / -2.18 eV.

Formula: C4H6N2
Source: the OMol25 dataset
Level of theory: ωB97M-V with the def2-TZVPD basis set

The geometry in XYZ format:
```
12
Properties=species:S:1:pos:R:3:mulliken_charge:R:1
C 2.17 0.46 0.01 -0.639
N 1.11 1.69 -0.49 -0.602
C 0.04 1.08 -0.31 0.446
C -0.69 0.03 0.00 0.203
C -1.72 -0.93 -0.39 -0.392
N -1.56 -0.48 1.00 -0.479
H 1.80 -0.28 -0.66 0.251
H 3.29 0.34 0.05 0.274
H 1.83 0.42 1.04 0.252
H -2.54 -0.55 -0.99 0.226
H -1.48 -1.99 -0.55 0.210
H -2.26 0.20 1.29 0.251
```

As for the structure (SMILES): CN=C=C1CN1. The value obtained for the energy above the lowest of the compared OMol25 structures with the same formula, charge and spin is 486.2 kJ/mol. As for the total energy: -265.35039 Eh. For the LUMO energy, the calculation gives 0.80 eV.

Formula: C9H11I2N2
Source: the OMol25 dataset
Level of theory: ωB97M-V with the def2-TZVPD basis set

The geometry in XYZ format:
```
24
Properties=species:S:1:pos:R:3:mulliken_charge:R:1
C 3.21 1.17 0.82 -0.705
C 2.47 0.85 1.97 -0.311
C 2.75 0.74 -0.40 -0.498
C 1.21 0.34 1.89 -0.717
C 1.43 0.34 -0.53 0.181
C 0.68 0.18 0.65 0.898
C 0.76 -0.34 -1.71 -0.602
C -0.95 -0.20 0.10 -0.482
C -0.71 -0.44 -1.33 0.601
N -1.79 -0.90 0.89 -0.429
N -1.51 -1.07 -2.12 -0.279
I -5.31 -0.34 0.33 -0.046
I -1.67 2.16 -0.25 0.140
H 4.24 1.49 1.03 0.356
H 2.80 1.11 2.99 0.354
H 3.44 0.60 -1.25 0.366
H 0.60 0.40 2.80 0.257
H 0.85 0.44 -2.46 0.401
H 1.10 -1.27 -2.14 0.473
H -2.75 -1.05 0.61 -0.048
H -1.89 -0.33 1.69 0.449
H -2.52 -1.08 -2.03 0.215
H -5.22 -1.40 1.50 0.143
H -1.22 -1.41 -3.05 0.282
```

The value obtained for the energy above the lowest of the compared OMol25 structures with the same formula, charge and spin is 53.4 kJ/mol. The total charge is +1. As for the total energy: -1054.14792 Eh. For the LUMO energy, the calculation gives -5.24 eV.